Entry 1:
Computed, not measured: the molecule C6H10O, with the ωB97M-V functional and the def2-TZVPD basis.

Bonds (Å) are listed after each position.
Geometry (Å):
1 C 1.8176 -0.6246 0.1474  C2 1.525, H8 1.096, H9 1.096, H10 1.095
2 C 0.5446 0.1277 0.5189  C1 1.525, C3 1.542, C6 1.548, H11 1.100
3 C 0.2562 1.3834 -0.3277  C2 1.542, C4 1.492, H12 1.112, H13 1.097
4 C -1.2087 1.6130 -0.4918  C3 1.492, C5 1.497
5 C -1.8184 0.3519 0.0375  C4 1.497, C6 1.545, H14 1.100, H15 1.107
6 C -0.7462 -0.7122 0.3628  C2 1.548, C5 1.545, O7 1.420, H16 1.095
7 O -0.6736 -1.7152 -0.6400  C6 1.420, H17 0.967
8 H 1.7703 -0.9730 -0.8902  C1 1.096
9 H 2.7071 0.0074 0.2506  C1 1.096
10 H 1.9506 -1.5100 0.7776  C1 1.095
11 H 0.6016 0.4437 1.5705  C2 1.100
12 H 0.5540 1.2114 -1.3851  C3 1.112
13 H 0.8063 2.2870 -0.0377  C3 1.097
14 H -2.6221 -0.0269 -0.6107  C5 1.100
15 H -2.3491 0.6984 0.9448  C5 1.107
16 H -0.9568 -1.2680 1.2825  C6 1.095
17 H -0.6335 -1.2939 -1.5096  O7 0.967

As for the LUMO energy: 0.2 eV. Its total energy is -8428.183 eV. The value obtained for the energy relative to the best compared isomer or geometry (same formula, charge and spin) is 295.0 kJ/mol. The value obtained for the molecular weight is 98.1 g/mol. The calculation puts the gap between HOMO and LUMO at 8.7 eV. The highest occupied orbital energy comes out at -8.48 eV.

Entry 2:
Computed, not measured: the molecule C6H10O, with the ωB97M-V functional and the def2-TZVPD basis.

Bonds (Å) are listed after each position.
Geometry (Å):
1 C 1.9006 -0.3032 0.2474  C2 1.511, H8 1.095, H9 1.096, H10 1.097
2 C 0.8341 -0.8936 -0.6452  C1 1.511, C3 1.498, C4 1.513, H11 1.088
3 C -0.4237 -1.4375 -0.0406  C2 1.498, C4 1.506, H12 1.087, H13 1.085
4 C -0.4802 -0.1744 -0.8581  C2 1.513, C3 1.506, C5 1.518, H14 1.086
5 C -0.7292 1.1940 -0.2494  C4 1.518, C6 1.514, H15 1.102, H16 1.101
6 C -1.6164 1.2666 0.9757  C5 1.514, O7 1.208, H17 1.111
7 O -2.3380 0.3956 1.3987  C6 1.208
8 H 2.6248 -1.0691 0.5459  C1 1.095
9 H 1.4697 0.1133 1.1647  C1 1.096
10 H 2.4512 0.5019 -0.2537  C1 1.097
11 H 1.2240 -1.4208 -1.5136  C2 1.088
12 H -0.8717 -2.3331 -0.4629  C3 1.087
13 H -0.5488 -1.3461 1.0336  C3 1.085
14 H -0.9106 -0.2988 -1.8477  C4 1.086
15 H -1.2234 1.8456 -0.9876  C5 1.102
16 H 0.2110 1.7116 -0.0029  C5 1.101
17 H -1.5732 2.2479 1.4955  C6 1.111

As for the LUMO energy: 1.0 eV. Its total energy is -8430.435 eV. The value obtained for the energy relative to the best compared isomer or geometry (same formula, charge and spin) is 77.7 kJ/mol. The value obtained for the molecular weight is 98.1 g/mol. The calculation puts the gap between HOMO and LUMO at 10.6 eV. As for the SMILES: C[C@H]1C[C@H]1CC=O. The highest occupied orbital energy comes out at -9.64 eV.